C43H60BaCl3GeN5O5SSi3 | the ωB97M-V functional and the def2-TZVPD basis

Atoms and positions in Å:
Ba: 0.0231 -0.2003 -0.6741
Cl: -1.7273 1.2186 1.8959
C: -0.8344 2.3953 2.8361
C: -1.5947 3.1578 3.7040
C: -0.9778 4.1080 4.5012
C: 0.3943 4.2695 4.4070
C: 1.1241 3.4905 3.5270
Cl: 2.8465 3.7733 3.4923
C: 0.5620 2.5069 2.6849
S: 1.5159 1.5423 1.6088
H: -2.6634 2.9986 3.7447
H: -1.5559 4.7141 5.1860
H: 0.9141 4.9998 5.0119
C: -6.1196 -1.7434 -4.2401
O: -5.5757 -2.8828 -4.9202
C: -4.4546 -2.6351 -5.6718
C: -4.5022 -2.7989 -7.0464
C: -3.3661 -2.5709 -7.8094
C: -2.1810 -2.1885 -7.1975
C: -2.1209 -2.0545 -5.8191
C: -3.2564 -2.2758 -5.0461
N: -3.2138 -2.2089 -3.6419
C: -2.5858 -1.2270 -2.8974
N: -2.5491 -0.0200 -3.5138
C: -2.3474 1.3104 -3.0040
C: -1.4445 1.6449 -2.0079
C: -1.3936 3.0144 -1.6795
C: -2.1569 3.9744 -2.3232
C: -3.0425 3.6011 -3.3320
C: -3.1447 2.2629 -3.6665
O: -4.0001 1.7823 -4.6412
C: -4.7118 2.7271 -5.4079
N: -2.1270 -1.4579 -1.7098
C: -2.1506 -2.7715 -1.1909
C: -2.7799 -2.9977 0.0283
C: -2.7205 -4.2323 0.6618
C: -2.0078 -5.2601 0.0713
C: -1.3589 -5.0629 -1.1424
C: -1.4251 -3.8295 -1.7833
O: -0.8419 -3.5566 -2.9742
C: -0.0957 -4.5799 -3.6167
H: -7.1156 -1.5492 -4.6406
H: -5.4944 -0.8609 -4.3773
H: -6.1903 -1.9605 -3.1750
H: -5.4404 -3.0949 -7.4980
H: -3.4060 -2.6933 -8.8843
H: -1.2890 -2.0227 -7.7871
H: -1.1915 -1.8026 -5.3225
H: -3.5103 -3.0283 -3.1368
H: -3.0834 -0.0029 -4.3695
H: -0.7264 3.3522 -0.8859
H: -2.0783 5.0218 -2.0505
H: -3.6428 4.3478 -3.8323
H: -5.4075 3.3011 -4.7892
H: -5.2722 2.1606 -6.1484
H: -4.0339 3.4190 -5.9153
H: -3.3085 -2.1656 0.4789
H: -3.2155 -4.3797 1.6126
H: -1.9398 -6.2262 0.5560
H: -0.7966 -5.8699 -1.5891
H: 0.3168 -4.1270 -4.5138
H: -0.7399 -5.4248 -3.8787
H: 0.7301 -4.9186 -2.9879
O: 2.0663 1.5039 -1.9550
H: 1.4580 2.2500 -2.0383
H: 2.0477 1.0594 -2.8116
Cl: 0.1830 -2.0660 1.8638
C: 0.0487 -2.9404 5.6428
Si: 1.4883 -1.8488 5.1309
C: 0.9370 -0.0660 5.0821
C: 2.9173 -2.1232 6.3225
Ge: 2.1843 -2.4155 2.9179
Si: 2.3486 -4.7637 2.5138
C: 2.8447 -5.1235 0.7416
C: 0.6714 -5.5415 2.8253
C: 3.6101 -5.4731 3.7165
Si: 4.1227 -1.1620 2.2235
C: 4.5490 0.2116 3.4158
C: 5.4772 -2.4620 2.4468
C: 4.1380 -0.5905 0.4502
H: -0.3794 -2.5802 6.5833
H: 0.3552 -3.9781 5.7919
H: -0.7346 -2.9170 4.8823
H: 0.6507 0.2798 6.0805
H: 0.0718 0.0328 4.4218
H: 1.7111 0.5971 4.6909
H: 2.5878 -1.9103 7.3444
H: 3.7674 -1.4727 6.1076
H: 3.2682 -3.1575 6.2974
H: 2.0513 -4.8181 0.0558
H: 2.9976 -6.1996 0.6097
H: 3.7638 -4.6146 0.4420
H: -0.0724 -5.1122 2.1529
H: 0.3305 -5.3863 3.8506
H: 0.7221 -6.6202 2.6426
H: 4.6084 -5.0610 3.5629
H: 3.6729 -6.5584 3.5857
H: 3.3168 -5.2830 4.7517
H: 4.5997 -0.1403 4.4492
H: 3.8470 1.0400 3.3423
H: 5.5447 0.5819 3.1462
H: 5.5076 -2.8476 3.4697
H: 6.4467 -1.9926 2.2509
H: 5.3740 -3.3090 1.7643
H: 3.3583 0.1358 0.2152
H: 4.0843 -1.4161 -0.2604
H: 5.0927 -0.0785 0.2827
N: 4.7716 -4.7594 -4.6291
C: 3.9060 -3.7770 -5.1501
O: 3.8658 -3.6130 -6.3760
C: 3.1002 -3.0513 -4.2107
C: 3.0598 -3.2970 -2.8011
C: 2.2460 -2.5424 -2.0037
N: 1.4420 -1.5399 -2.4340
C: 1.4574 -1.3249 -3.7853
C: 2.2407 -2.0073 -4.6670
H: 5.4708 -5.0055 -5.3139
H: 5.1627 -4.5601 -3.7210
H: 3.6214 -4.0998 -2.3376
H: 2.2109 -2.7509 -0.9353
H: 0.7814 -0.5481 -4.1441
H: 2.2100 -1.7795 -5.7245

Calculated values
Gap between HOMO and LUMO (alpha / beta) = 4.78 / 6.96 eV
Energy relative to the best compared isomer or geometry (same formula, charge and spin) = 0.133 eV
Total energy = -7074.45719 hartree
Expectation value of S² = 0.76
Spin multiplicity = 2
Net charge = -1

Löwdin population analysis, charges in e, atoms 1 to 4:
1. Ba 1.50
2. Cl 0.62
3. C -0.66
4. C -0.14

=====

C41H41IrN5OPS2 | the ωB97M-V functional and the def2-TZVPD basis

Atoms and positions in Å:
Ir: 0.8318 -0.0780 -0.8909
C: 1.2641 -4.3068 -1.9593
C: 0.9576 -2.8399 -2.0485
N: 1.4436 -2.0139 -1.1782
N: 2.3066 -2.5371 -0.2162
C: 2.1565 -2.0410 0.9574
S: 0.9811 -0.7950 1.3760
S: 3.3452 -2.6524 2.1156
C: 2.3681 -2.9799 3.6117
C: 2.1491 -1.8428 4.5732
C: 0.8740 -1.5534 5.0404
C: 0.6823 -0.5784 6.0090
C: 1.7658 0.1303 6.5052
C: 3.0414 -0.1380 6.0261
C: 3.2305 -1.1226 5.0697
C: 0.1634 -2.3483 -3.1740
C: -0.6030 -3.2644 -3.9099
C: -1.2406 -2.9210 -5.0816
C: -1.0661 -1.6240 -5.5752
C: -0.3274 -0.7036 -4.8708
C: 0.2644 -1.0079 -3.6214
O: 0.8880 -0.0549 -2.9894
H: 2.0881 -4.4806 -1.2759
H: 1.4971 -4.7112 -2.9427
H: 0.3841 -4.8344 -1.5811
H: 2.9754 -3.7445 4.1021
H: 1.4284 -3.4556 3.3337
H: 0.0247 -2.1001 4.6471
H: -0.3166 -0.3701 6.3705
H: 1.6198 0.8913 7.2613
H: 3.8910 0.4161 6.4039
H: 4.2257 -1.3297 4.6940
H: -0.6917 -4.2810 -3.5473
H: -1.8328 -3.6477 -5.6202
H: -1.5217 -1.3352 -6.5150
H: -0.1945 0.3069 -5.2390
C: 0.3122 5.6670 -3.0519
C: 0.6714 4.4064 -3.5124
C: 0.7323 3.3380 -2.6314
C: 0.4428 3.5349 -1.2814
C: 0.0745 4.7950 -0.8222
C: 0.0141 5.8604 -1.7107
P: 0.6390 2.1009 -0.1938
C: -0.3404 2.4898 1.2803
C: 0.2598 2.6235 2.5276
C: -0.5140 2.9255 3.6413
C: -1.8869 3.0703 3.5230
C: -2.4942 2.9188 2.2825
C: -1.7236 2.6344 1.1676
C: 2.3738 1.9656 0.1830
C: 3.3490 2.8143 0.6796
C: 4.6698 2.3890 0.6088
C: 4.9741 1.1714 0.0059
C: 3.9838 0.3478 -0.5234
C: 2.6496 0.7308 -0.4271
H: 0.2613 6.4997 -3.7417
H: 0.8996 4.2544 -4.5594
H: 1.0035 2.3455 -2.9800
H: -0.1625 4.9466 0.2237
H: -0.2681 6.8424 -1.3531
H: 1.3302 2.4939 2.6278
H: -0.0359 3.0450 4.6039
H: -2.4854 3.3020 4.3948
H: -3.5661 3.0332 2.1831
H: -2.2014 2.5387 0.1996
H: 3.0978 3.7817 1.1004
H: 5.4639 3.0114 1.0012
H: 6.0103 0.8610 -0.0611
H: 4.2579 -0.5886 -0.9956
C: -3.6323 -3.5826 -0.0195
C: -2.3750 -3.2775 0.7671
N: -1.6602 -2.1978 0.1209
C: -2.1943 -1.2592 -0.7009
N: -1.4023 -0.3533 -1.1964
C: -1.9476 0.6813 -2.0731
C: -3.2633 0.2896 -2.7187
C: -4.1850 -0.2422 -1.6424
N: -3.5344 -1.3580 -0.9833
C: -4.3721 -2.2768 -0.2349
H: -4.2580 -4.3009 0.5097
H: -3.3668 -4.0024 -0.9928
H: -1.7194 -4.1483 0.8201
H: -2.6432 -3.0073 1.7960
H: -0.6987 -2.0228 0.3849
H: -1.2084 0.9084 -2.8354
H: -2.0797 1.6138 -1.5089
H: -3.0920 -0.4850 -3.4696
H: -3.7101 1.1534 -3.2135
H: -5.1271 -0.6025 -2.0588
H: -4.4249 0.5524 -0.9211
H: -5.2839 -2.4360 -0.8122
H: -4.6673 -1.8482 0.7338

Calculated values
Gap between HOMO and LUMO = 7.53 eV
Energy relative to the best compared isomer or geometry (same formula, charge and spin) = 0.000 eV
Total energy = -3178.13063 hartree

Löwdin population analysis, charges in e, atoms 1 to 4:
1. Ir 1.03
2. C -0.01
3. C -0.24
4. N -0.13

=====

C3H10N2O3 | the ωB97M-V functional and the def2-TZVPD basis

Atoms and positions in Å:
C: -0.5598 -0.1280 1.1009
C: -2.0285 -0.7733 -0.9575
C: -0.8093 -0.1204 -0.3925
N: -1.3805 1.1777 0.8942
O: 0.6391 0.0040 1.6159
O: 0.0552 0.3001 -1.2403
H: 1.6047 0.3228 0.7640
H: -1.2203 -0.8444 1.6115
H: -2.2323 1.2768 1.4296
H: -0.7744 1.9884 0.9183
H: -1.7396 -1.7727 -1.2956
H: -2.8185 -0.8756 -0.2158
H: -2.3962 -0.2138 -1.8166
N: 3.0437 -0.5571 -0.4421
O: 2.2425 0.6136 -0.1236
H: 1.0826 0.4625 -0.8339
H: 3.7634 -0.5754 0.2793
H: 3.5282 -0.2853 -1.2959

Calculated values
Gap between HOMO and LUMO = 9.59 eV
Energy relative to the best compared isomer or geometry (same formula, charge and spin) = 3.979 eV
Total energy = -455.42538 hartree

Löwdin population analysis, charges in e, atoms 1 to 4:
1. C -0.44
2. C 0.00
3. C -0.35
4. N 0.12